Record 1
# C7H12

2 unconnected molecules or ions with the total composition C7H12 (the ωB97M-V functional and the def2-TZVPD basis, the Open Molecules 2025 dataset).

Last column: Löwdin charge in e.
Atoms and positions in Å:
C  -0.18850  -1.88823  -0.16053  -0.01
C  0.38059  -1.41971  -1.20191  -0.43
C  1.68093  -0.58740  -0.95794  -0.06
C  -0.13510  -1.52650  -2.58157  -0.06
H  0.23364  -1.59104  0.78919  0.07
H  -1.10296  -2.40744  -0.02516  0.06
H  2.47714  -1.18540  -0.47897  0.08
H  1.53083  0.16914  -0.23411  0.04
H  2.05856  -0.09791  -1.91956  0.09
H  -0.12302  -0.43343  -2.86233  0.10
H  -1.07209  -1.79758  -2.78866  0.03
H  0.53219  -2.09593  -3.19944  0.08
C  -1.56677  1.33042  0.85602  0.10
C  -1.57255  2.09971  1.78078  -0.24
C  -1.31882  2.83480  2.92418  -0.14
H  -1.99867  0.89587  0.00996  0.02
H  -0.36267  3.38913  2.89011  0.09
H  -1.21587  2.13857  3.74425  0.08
H  -2.12988  3.58514  3.18097  0.11

Values from the calculation:
SMILES: C=C(C)C.C#CC
Net charge: 0
HOMO (eV): -9.3
Frontier orbital gap (hartree): 0.377
Energy (eV): -7449.946
ΔE to the lowest compared entry with this formula, charge and spin (eV): 3.4857

=====

Record 2
# C44H104AsF6N6O6

A molecular structure, C44H104AsF6N6O6 (the ωB97M-V functional and the def2-TZVPD basis, the Open Molecules 2025 dataset).

Last column: Löwdin charge in e.
Atoms and positions in Å:
As  -0.28120  -0.38448  -0.46447  0.88
F  0.30896  1.26632  -0.29305  -0.26
F  -1.59019  -0.13352  0.67395  -0.25
F  -0.72315  -2.09088  -0.65876  -0.26
F  0.95973  -0.63690  -1.74200  -0.27
F  0.91466  -0.85454  0.79233  -0.27
F  -1.42102  0.10209  -1.76263  -0.28
C  -3.41962  -3.59348  4.25895  -0.03
C  -2.30157  -3.97713  3.29706  -0.37
C  -0.98650  -4.53759  4.00428  -0.09
C  0.02801  -5.07825  2.99175  -0.16
C  -0.69121  -6.24046  2.23384  -0.12
C  -1.99779  -5.92089  1.51098  -0.41
N  -2.89694  -5.12507  2.43167  0.11
O  -4.17545  -5.25584  2.19516  0.21
C  -2.70410  -7.25864  1.17370  -0.02
C  -1.63757  -5.26150  0.13455  0.01
C  -2.01258  -2.67905  2.47739  -0.01
H  -3.11968  -2.92846  5.06785  0.11
H  -3.75566  -4.48985  4.78347  0.10
H  -4.28258  -3.20187  3.72259  0.09
H  -1.37020  -5.35522  4.61632  0.13
H  -0.50378  -3.83109  4.67909  0.13
H  0.90932  -5.45347  3.51036  0.12
H  0.36405  -4.39395  2.21182  0.09
H  -0.91950  -6.97314  3.01030  0.13
H  0.05884  -6.73220  1.61539  0.14
H  -3.65108  -7.12995  0.64941  0.09
H  -2.99235  -7.82476  2.06123  0.11
H  -2.17266  -8.00798  0.58762  0.11
H  -2.40198  -4.98987  -0.59501  0.08
H  -0.99605  -5.94564  -0.42006  0.11
H  -1.08097  -4.32593  0.20176  0.05
H  -1.51239  -1.86841  3.00524  0.08
H  -2.91030  -2.26164  2.02169  0.09
H  -1.32911  -2.89081  1.65422  0.04
C  -1.27517  2.72069  3.14159  0.00
C  0.02439  2.12719  3.80422  -0.37
C  1.31475  2.50882  2.94732  -0.11
C  1.67170  4.01790  3.09146  -0.14
C  1.88618  4.29745  4.61663  -0.12
C  0.73981  3.95381  5.60930  -0.40
N  0.14062  2.59622  5.24136  0.12
O  -0.85529  2.15778  6.00498  0.20
C  -0.42708  5.01912  5.43463  0.04
C  1.31406  3.97576  7.03644  0.01
C  -0.05721  0.59016  3.78801  -0.03
H  -1.61975  2.01692  2.38354  0.08
H  -0.99680  3.69785  2.75168  0.05
H  -2.18087  2.87559  3.72802  0.10
H  1.25179  2.17161  1.91195  0.10
H  2.18136  1.91657  3.24895  0.10
H  0.89904  4.72339  2.78327  0.10
H  2.59564  4.21112  2.54815  0.12
H  2.17653  5.33050  4.80550  0.14
H  2.80202  3.72039  4.75821  0.12
H  -0.88946  4.97867  4.44890  0.05
H  -0.03288  6.03310  5.49521  0.12
H  -1.17702  4.83790  6.20358  0.11
H  0.52742  3.76243  7.76037  0.10
H  1.63055  4.98750  7.29145  0.11
H  2.18648  3.34203  7.18924  0.10
H  -0.98238  0.07061  4.03864  0.09
H  0.73656  0.13339  4.38077  0.09
H  0.11195  0.18200  2.78888  0.06
C  -0.29270  0.62377  -4.57797  -0.07
C  0.73097  0.70423  -5.73946  -0.10
N  2.21710  0.19459  -5.48507  -0.22
C  2.06134  -1.28260  -5.21960  0.01
C  3.01594  0.34799  -6.79650  -0.13
C  4.46376  -0.14524  -6.72050  -0.04
C  2.92904  0.84886  -4.27769  -0.08
C  3.31901  2.30316  -4.35568  -0.22
O  3.95014  2.77491  -5.50310  -0.18
C  4.06974  4.19753  -5.46779  -0.06
H  -1.25894  1.06624  -4.82104  0.09
H  -0.01203  1.07039  -3.62459  0.06
H  -0.52832  -0.41700  -4.35416  0.05
H  0.86865  1.71664  -6.12002  0.13
H  0.33360  0.17184  -6.60304  0.13
H  3.02732  -1.77820  -5.14053  0.10
H  1.52371  -1.72570  -6.05668  0.12
H  1.50206  -1.39616  -4.29179  0.09
H  3.08944  1.42324  -6.95575  0.12
H  2.34417  -0.02266  -7.56941  0.14
H  4.57734  -1.22747  -6.62758  0.08
H  5.12221  0.21291  -5.93068  0.09
H  4.92763  0.02446  -7.69225  0.11
H  3.73376  0.16163  -4.01098  0.12
H  2.29122  0.67593  -3.40915  0.10
H  3.76710  2.54080  -3.38773  0.13
H  2.35550  2.82302  -4.39208  0.12
H  4.97476  4.52434  -4.95367  0.10
H  3.28208  4.73251  -4.93279  0.09
H  4.06614  4.57735  -6.48800  0.11
C  6.78100  -2.31304  1.52700  -0.04
C  5.60795  -1.94870  0.56745  -0.09
N  5.19368  -0.39690  0.66924  -0.22
C  6.40123  0.44873  0.22228  0.04
C  4.02619  -0.15580  -0.27687  -0.13
C  3.46490  1.31142  -0.17734  -0.05
C  4.86454  -0.01172  2.07599  -0.09
C  3.63567  -0.58531  2.75392  -0.20
O  3.71504  -1.98475  2.93010  -0.18
C  2.48717  -2.59463  3.37635  -0.07
H  7.56147  -1.55120  1.54536  0.07
H  7.40202  -3.15594  1.22337  0.10
H  6.43815  -2.48244  2.54648  0.08
H  4.77193  -2.59522  0.82897  0.12
H  5.87765  -2.19277  -0.45942  0.13
H  7.04654  0.24989  1.07658  0.09
H  6.30358  1.52993  0.13761  0.11
H  6.90945  0.11329  -0.68051  0.12
H  3.26017  -0.90417  -0.07641  0.10
H  4.29903  -0.30331  -1.32123  0.12
H  2.54980  1.37207  -0.76548  0.05
H  4.11675  2.00768  -0.70795  0.07
H  3.28620  1.78784  0.78512  0.06
H  4.81207  1.07532  2.10998  0.13
H  5.67722  -0.35128  2.71861  0.14
H  2.72559  -0.45083  2.16319  0.09
H  3.42236  -0.24412  3.76961  0.14
H  1.60982  -2.48854  2.73456  0.06
H  2.01295  -2.07253  4.21582  0.08
H  2.66751  -3.57443  3.81280  0.10
C  -1.98667  4.07527  -0.16243  0.03
N  -3.48718  3.89819  -0.26490  -0.32
C  -3.98191  4.88633  -1.32847  0.02
C  -3.83648  2.45618  -0.61237  0.02
C  -4.35992  4.20287  1.00711  -0.06
C  -4.02552  5.51394  1.73734  -0.21
O  -2.94830  5.31298  2.62488  -0.06
H  -1.66117  3.21147  0.41778  0.07
H  -1.78325  4.98755  0.39264  0.11
H  -1.57895  3.89348  -1.15513  0.11
H  -3.58002  4.64636  -2.31311  0.11
H  -3.57865  5.86850  -1.08718  0.11
H  -5.06169  4.92083  -1.46486  0.12
H  -3.21202  2.04204  -1.40184  0.09
H  -4.91545  2.49666  -0.75301  0.11
H  -3.63236  1.91146  0.30912  0.09
H  -4.30336  3.38851  1.72800  0.13
H  -5.37363  4.30281  0.62189  0.14
H  -4.96007  5.75892  2.24742  0.14
H  -3.92138  6.38961  1.09462  0.13
H  -2.39434  6.09783  2.66406  0.11
C  -3.03346  -1.52662  -3.97261  0.01
N  -4.26522  -2.14717  -3.25433  -0.32
C  -4.26611  -3.57933  -3.82094  0.03
C  -3.98644  -2.21942  -1.76548  0.01
C  -5.58310  -1.42904  -3.50786  -0.09
C  -6.09422  -1.31805  -4.97938  -0.18
O  -6.72803  -2.56081  -5.27428  -0.05
H  -3.18059  -1.67958  -5.03967  0.10
H  -2.18581  -2.16092  -3.71517  0.10
H  -2.90863  -0.52249  -3.57384  0.08
H  -3.45240  -4.11764  -3.33860  0.10
H  -4.14050  -3.51891  -4.90059  0.11
H  -5.21722  -4.09223  -3.68422  0.12
H  -4.80643  -2.80630  -1.35381  0.12
H  -3.94080  -1.20947  -1.36127  0.10
H  -3.02785  -2.71813  -1.63215  0.08
H  -5.50007  -0.42238  -3.09585  0.13
H  -6.29731  -2.00325  -2.91838  0.14
H  -5.20984  -1.26321  -5.61472  0.11
H  -6.70739  -0.42670  -5.10424  0.14
H  -7.66899  -2.49251  -5.08427  0.11

Values from the calculation:
Net charge: +5
HOMO (eV): -19.2
Frontier orbital gap (hartree): 0.215
Energy (eV): -145630.659
ΔE to the lowest compared entry with this formula, charge and spin (eV): 2.4441